{"formula": "C52H135N9O17", "method": "the ωB97M-V functional and the def2-TZVPD basis", "homo_energy_ha": -0.307, "smiles": "COC[C@H](C)N.COC[C@H](C)N.COC[C@H](C)N.COCCNCCOC.COCCNCCOC.COCCNCCOC.COCCNCCOC.COCCNCCOC.COCCNCCOC.CCO.CCO", "total_charge": 0, "e_above_lowest_kcal_mol": 59.9, "orbital_gap_ev": 8.7141, "symbols": ["C", "O", "C", "C", "C", "N", "H", "H", "H", "H", "H", "H", "H", "H", "H", "H", "H", "C", "O", "C", "C", "C", "N", "H", "H", "H", "H", "H", "H", "H", "H", "H", "H", "H", "C", "O", "C", "C", "C", "N", "H", "H", "H", "H", "H", "H", "H", "H", "H", "H", "H", "C", "O", "C", "C", "N", "C", "C", "O", "C", "H", "H", "H", "H", "H", "H", "H", "H", "H", "H", "H", "H", "H", "H", "H", "C", "O", "C", "C", "N", "C", "C", "O", "C", "H", "H", "H", "H", "H", "H", "H", "H", "H", "H", "H", "H", "H", "H", "H", "C", "O", "C", "C", "N", "C", "C", "O", "C", "H", "H", "H", "H", "H", "H", "H", "H", "H", "H", "H", "H", "H", "H", "H", "C", "O", "C", "C", "N", "C", "C", "O", "C", "H", "H", "H", "H", "H", "H", "H", "H", "H", "H", "H", "H", "H", "H", "H", "C", "O", "C", "C", "N", "C", "C", "O", "C", "H", "H", "H", "H", "H", "H", "H", "H", "H", "H", "H", "H", "H", "H", "H", "C", "O", "C", "C", "N", "C", "C", "O", "C", "H", "H", "H", "H", "H", "H", "H", "H", "H", "H", "H", "H", "H", "H", "H", "C", "C", "O", "H", "H", "H", "H", "H", "H", "C", "C", "O", "H", "H", "H", "H", "H", "H"], "coordinates": [[0.37273, -10.00211, 2.70807], [-0.31244, -8.89268, 2.15395], [-1.41434, -9.29642, 1.42232], [-2.04150, -8.07146, 0.78529], [-2.53673, -7.17474, 1.85294], [-3.16715, -8.51928, -0.01959], [-0.16659, -10.36210, 3.58423], [1.39550, -9.73734, 2.97629], [0.48961, -10.87709, 2.06866], [-1.00537, -10.02224, 0.71944], [-2.06768, -9.72622, 2.18161], [-1.42442, -7.44379, 0.14236], [-3.23654, -7.75110, 2.45807], [-3.09912, -6.26782, 1.63085], [-1.83297, -6.64760, 2.49710], [-3.02270, -9.36483, -0.55276], [-3.90725, -8.88141, 0.56453], [5.84704, 5.14389, -11.96458], [5.36079, 3.80746, -12.15053], [4.87125, 3.11439, -10.97493], [5.99424, 2.94677, -9.91345], [7.19758, 2.12721, -10.47669], [5.61519, 2.08071, -8.73512], [5.79440, 5.63171, -12.93791], [6.77831, 5.09452, -11.40031], [5.05069, 5.65673, -11.42521], [3.94063, 3.56834, -10.63438], [4.50556, 2.13041, -11.26845], [6.32339, 3.95041, -9.64425], [7.95548, 2.10679, -9.69358], [7.59884, 2.69506, -11.31612], [6.92106, 1.13449, -10.83186], [4.88953, 2.46625, -8.14785], [5.09738, 1.30302, -9.11873], [-1.85692, 3.41887, -4.32230], [-1.72916, 2.87463, -3.03071], [-2.85359, 3.16619, -2.14970], [-2.32567, 2.76791, -0.73763], [-1.95641, 1.30025, -0.61992], [-3.25160, 3.09576, 0.28676], [-2.86631, 3.29267, -4.71383], [-1.20209, 2.89710, -5.02019], [-1.55323, 4.46526, -4.29184], [-3.02332, 4.24267, -2.17172], [-3.69790, 2.60759, -2.55368], [-1.47065, 3.43515, -0.62891], [-1.73425, 0.88901, 0.36478], [-1.05994, 1.27165, -1.23928], [-2.73211, 0.72675, -1.12734], [-3.75657, 3.88088, -0.09884], [-3.98062, 2.40123, 0.36591], [-2.77714, -4.68171, 14.16864], [-3.67825, -4.18195, 13.17316], [-4.24867, -2.96975, 13.55158], [-5.51304, -2.85628, 12.73594], [-5.17266, -2.40435, 11.36041], [-4.84739, -3.45455, 10.43526], [-4.56516, -2.81740, 9.07550], [-5.71509, -2.03987, 8.73695], [-5.41829, -1.21010, 7.61333], [-1.81849, -4.16315, 14.15532], [-2.37871, -5.59376, 13.72424], [-3.28997, -4.81213, 15.12158], [-3.49939, -2.18937, 13.41849], [-4.52554, -2.98473, 14.60572], [-6.03625, -1.93608, 12.99593], [-6.23501, -3.67127, 12.78742], [-6.07385, -2.08609, 11.03383], [-5.61608, -4.22469, 10.49912], [-3.88057, -3.90679, 10.65631], [-4.40413, -3.64366, 8.38305], [-3.58371, -2.34325, 9.08085], [-4.92786, -1.68147, 6.76165], [-4.85638, -0.33309, 7.93463], [-6.38578, -0.96432, 7.17552], [2.71469, -6.01655, -11.69167], [1.62594, -5.39300, -10.94294], [1.98935, -4.65329, -9.81052], [0.89475, -3.54931, -9.39858], [1.08447, -2.91981, -8.08623], [1.19087, -3.85250, -6.95173], [-0.22001, -4.43807, -6.61588], [-1.28149, -3.43069, -6.53409], [-2.43233, -3.94326, -5.91241], [3.48446, -6.57620, -11.16033], [3.39589, -5.25104, -12.06323], [2.43831, -6.47921, -12.63912], [2.89244, -4.10054, -10.06936], [2.16682, -5.30238, -8.95302], [-0.03854, -4.11070, -9.44230], [0.89632, -2.87212, -10.25270], [0.16340, -2.53526, -7.93179], [1.57982, -3.36600, -6.05723], [1.92833, -4.65134, -7.02984], [0.00528, -4.99471, -5.70621], [-0.44374, -5.18647, -7.37610], [-3.00871, -4.76380, -6.33973], [-3.16481, -3.17903, -5.65256], [-2.21871, -4.27090, -4.89500], [8.23420, -10.73922, 2.81217], [7.80445, -9.45607, 2.35012], [7.08018, -9.45037, 1.16296], [6.89102, -8.14491, 0.48455], [6.07952, -7.31514, 1.38366], [5.64461, -6.02651, 0.93474], [5.00604, -5.21871, 2.17389], [5.98835, -5.02611, 3.21639], [5.74568, -5.57489, 4.55916], [7.36048, -11.24938, 3.21770], [8.94384, -10.48744, 3.60028], [8.69385, -11.36686, 2.04870], [6.10832, -9.87387, 1.41640], [7.53599, -10.19239, 0.50741], [6.25738, -8.44171, -0.35123], [7.81198, -7.70188, 0.10552], [6.62108, -7.14097, 2.21821], [4.83605, -6.20794, 0.22663], [6.42586, -5.45900, 0.42910], [4.27143, -5.97702, 2.44486], [4.47765, -4.27793, 2.01953], [4.96566, -5.01661, 5.07684], [6.57866, -5.42581, 5.24619], [5.48106, -6.62782, 4.46215], [4.07146, 5.23320, 15.38673], [3.04995, 4.99381, 14.33822], [2.17705, 3.87869, 14.86369], [1.14394, 3.62132, 13.83780], [1.68660, 3.11498, 12.57552], [0.63955, 2.93254, 11.52961], [0.99968, 2.87822, 10.03871], [1.45644, 4.16011, 9.55874], [1.40876, 4.18409, 8.06114], [4.69378, 6.07390, 15.08009], [4.80864, 4.43492, 15.47288], [3.61547, 5.43422, 16.35615], [1.75010, 4.23707, 15.80037], [2.78489, 2.99993, 15.07913], [0.61177, 4.55804, 13.67211], [0.30883, 3.02736, 14.20912], [2.39783, 3.77747, 12.30099], [-0.10185, 3.72696, 11.61531], [0.12855, 1.99879, 11.76429], [0.00963, 2.79941, 9.58962], [1.54721, 2.01680, 9.65628], [0.48544, 4.67504, 7.75369], [1.50882, 3.13244, 7.79255], [2.30627, 4.66153, 7.66792], [-10.26205, 1.34164, -1.14811], [-9.82136, 1.81492, -2.42110], [-10.16909, 3.13897, -2.81884], [-9.73462, 3.52445, -4.26883], [-9.43735, 4.98195, -4.28276], [-8.62856, 5.30618, -5.46434], [-8.35001, 6.77710, -5.57026], [-9.59132, 7.31118, -6.16363], [-9.73293, 8.69881, -5.95595], [-10.12393, 1.94458, -0.25062], [-9.70260, 0.44494, -0.88159], [-11.34007, 1.25923, -1.28663], [-9.64688, 3.84872, -2.17726], [-11.23798, 3.31067, -2.69201], [-10.47153, 3.22143, -5.01262], [-8.86965, 2.86336, -4.32263], [-10.20667, 5.63622, -4.26957], [-9.17031, 5.06928, -6.38003], [-7.65103, 4.85860, -5.28488], [-7.53302, 6.92636, -6.27620], [-8.08283, 7.20169, -4.60256], [-8.82001, 9.23615, -6.21273], [-9.74307, 8.96744, -4.89962], [-10.58264, 8.93524, -6.59642], [5.08169, 6.03473, -0.12265], [6.17495, 5.11653, -0.32994], [5.74492, 3.77723, -0.58327], [6.82305, 3.02843, -1.38816], [7.48202, 2.02026, -0.45708], [8.61853, 1.47798, -1.10116], [9.88378, 2.39737, -0.88037], [11.12052, 1.78877, -1.42063], [10.98705, 1.30235, -2.76410], [5.49628, 6.85597, 0.46198], [4.25543, 5.54887, 0.39633], [4.72923, 6.44010, -1.07110], [4.79843, 3.79487, -1.12360], [5.62136, 3.29289, 0.38536], [7.61536, 3.68365, -1.75012], [6.30276, 2.35458, -2.06885], [7.54446, 2.43407, 0.46213], [8.36813, 1.28207, -2.14377], [8.79076, 0.49413, -0.66471], [9.97128, 2.48785, 0.20233], [9.78289, 3.38942, -1.32055], [10.53632, 0.30994, -2.77138], [12.01127, 1.29376, -3.13694], [10.44542, 1.96301, -3.44106], [-2.59346, 4.77270, -12.64419], [-3.87540, 5.72104, -12.60917], [-3.50931, 7.01748, -12.20244], [-1.91216, 5.06272, -11.84430], [-1.98099, 4.79259, -13.54564], [-2.89450, 3.72746, -12.57386], [-4.71079, 5.28794, -12.05903], [-4.22547, 5.87589, -13.62975], [-4.25342, 7.62179, -12.15054], [-6.58673, 8.89076, 1.60308], [-7.82709, 8.18136, 1.16680], [-7.42310, 7.15977, 0.33369], [-6.94884, 9.78538, 2.10966], [-5.86963, 9.32392, 0.90577], [-6.08687, 8.29270, 2.36502], [-8.57176, 8.85733, 0.74652], [-8.22395, 7.63633, 2.02327], [-8.02357, 6.98446, -0.39452]]}